Here is 6 unconnected molecules or ions with the total composition C22H52N5O10P from OMol25. Energies are from wB97M-V/def2-TZVPD.

Element x y z (Å)
C: 2.4296 -1.2649 -1.7472
C: 1.8239 0.1069 -2.1013
C: 2.8783 0.9891 -2.8133
C: 1.2763 0.7219 -0.7908
C: -0.0408 1.5137 -0.8340
C: 0.1070 3.0017 -1.1944
C: -1.0738 0.8248 -1.7028
O: -2.3819 1.4021 -1.5244
O: -3.2218 0.4605 -0.8289
P: -3.9294 -0.6532 -1.7545
O: -3.6437 -2.0130 -1.2909
O: -3.5434 -0.3232 -3.2553
O: -5.4699 -0.2633 -1.7422
H: 2.5976 -1.8636 -2.6456
H: 3.3716 -1.1253 -1.2130
H: 1.7434 -1.8061 -1.0979
H: 1.0354 -0.1066 -2.8286
H: 3.8030 0.4182 -2.9280
H: 2.5639 1.2683 -3.8162
H: 3.0943 1.8976 -2.2534
H: 1.1967 -0.0540 -0.0298
H: 2.0352 1.4074 -0.4083
H: -0.4438 1.4871 0.1850
H: -0.0624 3.1933 -2.2523
H: -0.6000 3.5988 -0.6149
H: 1.1039 3.3538 -0.9276
H: -1.1019 -0.2447 -1.4772
H: -0.8323 0.9274 -2.7655
H: -2.7587 -0.8386 -3.4919
H: -5.9261 -0.8553 -1.1278
C: -5.4093 -4.7294 -1.6726
N: -5.6828 -5.8373 -2.5664
C: -5.9787 -5.5671 -3.9615
C: -5.6732 -7.1192 -2.1535
O: -5.8964 -8.0751 -2.8708
H: -6.2734 -4.0613 -1.6218
H: -4.5473 -4.1528 -2.0036
H: -5.2065 -5.1098 -0.6731
H: -6.9673 -5.9444 -4.2254
H: -5.2521 -6.0567 -4.6105
H: -5.9446 -4.4925 -4.1268
H: -5.4387 -7.2244 -1.0803
C: -1.6153 -3.6348 2.5807
N: -0.4376 -3.0424 1.9878
C: -0.0399 -1.6965 2.3727
C: 0.3132 -3.6906 1.0768
O: 1.3046 -3.2162 0.5573
H: -2.5029 -3.0386 2.3579
H: -1.5093 -3.7096 3.6653
H: -1.7604 -4.6352 2.1764
H: -0.0347 -1.0324 1.5079
H: 0.9671 -1.6933 2.7902
H: -0.7434 -1.3194 3.1119
H: -0.0622 -4.7000 0.8370
C: 0.9746 2.7414 5.2608
N: 1.2695 2.4676 3.8705
C: 1.0458 3.5017 2.8757
C: 1.7415 1.2776 3.4485
O: 1.9851 1.0403 2.2746
H: -0.0798 2.9984 5.3881
H: 1.5772 3.5775 5.6256
H: 1.1997 1.8595 5.8571
H: 0.3266 3.1682 2.1259
H: 1.9731 3.7454 2.3556
H: 0.6639 4.3912 3.3721
H: 1.8933 0.5328 4.2433
C: 5.9744 -0.4237 6.8783
N: 4.6043 0.0296 7.0033
C: 4.2727 1.0330 8.0007
C: 3.6207 -0.4468 6.2230
O: 2.4558 -0.0901 6.2932
H: 6.3191 -0.8745 7.8107
H: 6.6351 0.4080 6.6274
H: 6.0386 -1.1680 6.0872
H: 3.5342 0.6457 8.7029
H: 3.8524 1.9202 7.5262
H: 5.1762 1.3068 8.5399
H: 3.9626 -1.1994 5.4953
C: -0.4513 4.7927 -7.0604
N: 0.5827 4.5720 -6.0731
C: 1.7876 5.3832 -6.1031
C: 0.4721 3.6320 -5.1138
O: 1.3151 3.4148 -4.2656
H: -0.0680 4.6282 -8.0696
H: -0.8380 5.8120 -6.9981
H: -1.2725 4.1003 -6.8848
H: 2.6694 4.7554 -6.2327
H: 1.9035 5.9317 -5.1680
H: 1.7193 6.0867 -6.9295
H: -0.4750 3.0669 -5.1701

- SMILES = CC(C)C[C@@H](C)COOP(=O)(O)O.CN(C)C=O.CN(C)C=O.CN(C)C=O.CN(C)C=O.CN(C)C=O
- charge = 0
- gap between HOMO and LUMO (hartree) = 0.3430
- LUMO level (Ha) = 0.0141
- E_HOMO (hartree) = -0.329

Atom charges from the Mulliken analysis, given in e for atoms 1 to 8: number 1, C, carries -1.709; number 2, C, carries 1.289; number 3, C, carries -1.369; number 4, C, carries -1.363; number 5, C, carries 1.718; number 6, C, carries -1.759; number 7, C, carries -1.170; number 8, O, carries -0.316